*one*
17
Properties=species:S:1:pos:R:3 method="wB97M-V/def2-TZVPD" smiles=CNCCS.O e_lumo_ev=0.83
C -1.095 0.114 -0.467
N 0.012 -0.390 0.342
C 0.942 0.490 1.027
C 2.059 0.975 0.103
S 2.838 2.405 0.952
H -0.982 -0.126 -1.513
H -2.024 -0.289 -0.058
H -1.161 1.196 -0.340
H 0.445 -1.213 -0.044
H 1.213 -0.060 1.928
H 0.369 1.361 1.354
H 1.511 1.335 -0.765
H 2.786 0.207 -0.140
H 3.607 2.769 -0.079
O -3.551 -2.652 -1.044
H -4.164 -3.354 -0.805
H -2.804 -2.768 -0.449


*two*
17
Properties=species:S:1:pos:R:3 method="wB97M-V/def2-TZVPD" smiles=CCS.NCO e_lumo_ev=0.72
C 1.942 0.125 1.123
C 1.611 -0.120 2.633
S 3.054 0.042 3.786
H 1.628 1.135 0.848
H 2.961 -0.148 0.949
H 1.418 -0.548 0.432
H 1.116 -1.073 2.767
H 0.863 0.597 2.998
H 2.615 1.280 4.191
N -1.219 0.113 -2.596
C -2.565 -0.411 -2.705
O -3.238 -0.056 -1.486
H -0.817 0.064 -3.525
H -0.685 -0.357 -1.880
H -2.690 -1.498 -2.917
H -3.176 0.119 -3.449
H -2.818 0.735 -1.169


Most stable pick: *one*. Distance to second place: 19.4 kJ/mol.


*one*
18
Properties=species:S:1:pos:R:3 method="wB97M-V/def2-TZVPD" total_charge=+1 smiles=CC(C)(C[NH3+])OI e_lumo_ev=-4.15
C -0.951 1.307 -0.160
C -0.068 0.215 0.518
C 1.363 0.692 0.754
C -0.175 -1.205 -0.176
N 0.536 -1.123 -1.460
O -0.500 0.128 1.825
I -2.484 -0.209 2.221
H -2.044 1.155 0.029
H -0.940 1.481 -1.298
H -0.702 2.250 0.123
H 1.647 0.267 1.652
H 1.957 0.372 -0.043
H 1.311 1.867 0.871
H -1.323 -1.560 -0.207
H 0.309 -1.997 0.563
H 0.008 -0.460 -2.045
H 0.493 -2.105 -1.856
H 1.564 -1.075 -1.309


*two*
18
Properties=species:S:1:pos:R:3 method="wB97M-V/def2-TZVPD" total_charge=+1 smiles=C[NH2+][C@@H](O)[C@H](C)I e_lumo_ev=-3.45
C 1.381 0.134 0.985
N 0.835 0.846 -0.233
C -0.712 1.029 -0.208
O -0.968 1.067 -1.518
C -1.442 -0.270 0.549
C -1.149 -1.599 -0.033
I -3.603 0.251 0.335
H 0.997 0.484 2.029
H 1.106 -0.846 0.919
H 2.484 0.212 0.957
H 0.897 0.284 -1.114
H 1.180 1.835 -0.354
H -1.038 1.885 0.355
H -1.949 1.152 -1.692
H -1.362 -0.247 1.660
H -0.973 -1.807 -1.096
H -0.161 -1.818 0.366
H -1.735 -2.311 0.486


*three*
18
Properties=species:S:1:pos:R:3 method="wB97M-V/def2-TZVPD" total_charge=+1 e_lumo_ev=-3.31
C -0.431 -1.735 0.734
C -1.738 0.319 0.362
C 1.071 1.696 -1.162
C 0.830 0.394 0.389
N -0.423 -0.434 0.087
O 1.881 -0.385 0.548
I 1.701 0.501 -2.838
H -0.708 -1.522 1.776
H -1.289 -2.488 0.399
H 0.413 -2.328 0.607
H -2.622 -0.299 0.121
H -1.813 0.598 1.428
H -1.803 1.215 -0.352
H 0.263 2.416 -1.281
H 1.966 2.298 -0.944
H 0.703 0.922 1.323
H -0.343 -0.592 -0.954
H 2.342 -0.578 -0.245


Most stable pick: *two*. Distance to second place: 103.7 kJ/mol.


*one*
7
Properties=species:S:1:pos:R:3 method="wB97M-V/def2-TZVPD" e_lumo_ev=-2.18
C 3.108 0.043 -0.026
N 4.146 -0.420 0.007
O 1.566 0.962 0.019
Si 0.162 0.186 0.002
H -0.307 -0.649 1.081
H -0.974 1.189 0.075
H -0.080 -0.510 -1.297


*two*
7
Properties=species:S:1:pos:R:3 method="wB97M-V/def2-TZVPD" e_lumo_ev=-0.22
C -3.897 -0.139 0.554
N -3.620 -0.452 -0.526
O 0.492 -0.394 -0.697
Si 1.323 -0.193 0.700
H -0.295 -0.076 -0.963
H 0.096 -0.417 1.707
H -4.066 -0.032 1.574


Most stable pick: *two*. Distance to second place: 174.1 kJ/mol.


*one*
72
Properties=species:S:1:pos:R:3 method="wB97M-V/def2-TZVPD" e_lumo_ev=-0.42
Cs 4.485 1.184 -0.738
Cs 2.652 -0.657 3.451
B 4.785 -3.031 2.680
H 5.158 -3.880 1.982
H 3.768 -3.351 3.101
H 5.529 -2.851 3.561
H 4.597 -2.038 2.163
B 1.874 -0.230 0.212
H 1.174 -1.095 0.489
H 1.268 0.728 0.415
H 2.762 -0.250 0.897
H 2.245 -0.328 -0.861
C -0.409 0.918 -5.303
C -0.522 1.669 -3.977
C 0.125 0.770 -2.923
S 1.549 -0.049 -3.729
O 1.452 -1.491 -3.596
O 2.799 0.633 -3.439
C 1.055 0.452 -5.409
H -0.663 1.473 -6.202
H -1.028 0.019 -5.229
H -1.578 1.670 -3.696
H -0.169 2.698 -3.956
H -0.611 -0.011 -2.749
H 0.503 1.256 -2.028
H 1.327 -0.337 -6.102
H 1.646 1.357 -5.562
C -2.795 -4.112 -2.006
C -1.969 -2.904 -2.518
C -1.073 -2.532 -1.329
S -0.551 -4.174 -0.633
O -0.866 -4.175 0.799
O 0.747 -4.636 -1.074
C -1.876 -5.156 -1.397
H -3.395 -4.431 -2.861
H -3.528 -3.736 -1.289
H -2.445 -1.969 -2.811
H -1.260 -3.199 -3.296
H -1.625 -2.086 -0.502
H -0.158 -1.975 -1.518
H -2.319 -5.781 -0.628
H -1.408 -5.844 -2.101
C 0.732 3.501 1.915
C 1.800 4.612 2.033
C 1.327 5.802 1.202
S 0.790 5.000 -0.330
O 1.936 4.513 -1.094
O -0.297 5.781 -0.912
C 0.099 3.520 0.524
H 0.005 3.654 2.708
H 1.147 2.500 2.044
H 2.700 4.168 1.602
H 1.973 4.860 3.077
H 2.129 6.514 1.028
H 0.390 6.275 1.493
H 0.201 2.600 -0.043
H -0.965 3.696 0.693
C -2.478 -1.421 2.854
C -3.571 -0.839 3.738
C -2.902 0.010 4.843
S -1.375 0.654 4.028
O -0.182 0.222 4.779
O -1.541 2.084 3.754
C -1.457 -0.354 2.456
H -3.004 -1.734 1.948
H -1.974 -2.280 3.294
H -4.181 -1.647 4.137
H -4.234 -0.147 3.215
H -2.487 -0.613 5.634
H -3.378 0.902 5.236
H -0.481 -0.659 2.091
H -1.974 0.311 1.763


*two*
72
Properties=species:S:1:pos:R:3 method="wB97M-V/def2-TZVPD" e_lumo_ev=-0.91
Cs -7.020 0.906 -16.155
Cs -5.593 0.229 -11.749
B -7.527 -1.454 -13.873
H -6.427 -1.343 -13.665
H -7.797 -2.186 -14.736
H -7.981 -1.914 -12.925
H -7.992 -0.461 -14.146
B -8.966 2.638 -14.033
H -8.613 3.600 -14.593
H -9.596 2.995 -13.123
H -9.702 2.098 -14.733
H -8.129 1.939 -13.693
C -4.965 -4.078 -11.338
C -6.072 -3.666 -10.336
C -5.414 -3.414 -9.008
S -3.646 -2.952 -9.280
O -2.780 -3.575 -8.304
O -3.608 -1.514 -9.452
C -3.545 -3.776 -10.877
H -5.257 -3.553 -12.253
H -5.085 -5.091 -11.726
H -6.911 -4.361 -10.308
H -6.577 -2.790 -10.760
H -5.312 -4.385 -8.513
H -5.823 -2.681 -8.318
H -2.917 -4.645 -10.694
H -3.041 -3.049 -11.514
C -10.774 -4.126 -12.306
C -9.610 -5.121 -12.467
C -9.505 -5.468 -13.951
S -11.236 -5.657 -14.517
O -11.778 -6.926 -14.105
O -11.348 -5.296 -15.918
C -11.769 -4.242 -13.461
H -10.237 -3.179 -12.246
H -11.219 -4.216 -11.316
H -9.880 -6.017 -11.897
H -8.588 -4.875 -12.179
H -8.938 -6.317 -14.324
H -9.149 -4.552 -14.434
H -12.835 -4.182 -13.281
H -11.474 -3.429 -14.129
C -4.973 -4.608 -15.464
C -3.875 -4.725 -14.469
C -2.640 -5.159 -15.244
S -2.769 -4.417 -16.892
O -2.682 -5.521 -17.829
O -1.921 -3.238 -17.007
C -4.482 -3.868 -16.696
H -5.855 -4.150 -15.003
H -5.324 -5.598 -15.791
H -3.846 -5.505 -13.709
H -3.755 -3.697 -14.101
H -2.730 -6.233 -15.425
H -1.696 -5.055 -14.712
H -5.047 -4.018 -17.611
H -4.390 -2.798 -16.498
C -8.274 -4.244 -17.753
C -7.480 -4.589 -19.045
C -7.052 -3.325 -19.804
S -7.733 -1.914 -18.930
O -8.975 -1.551 -19.556
O -6.689 -0.900 -18.785
C -8.018 -2.780 -17.409
H -7.897 -4.838 -16.923
H -9.348 -4.375 -17.871
H -8.026 -5.255 -19.713
H -6.617 -5.221 -18.821
H -7.385 -3.357 -20.837
H -5.993 -3.062 -19.767
H -8.655 -2.158 -16.779
H -7.057 -2.635 -16.899


Most stable pick: *one*. Distance to second place: 84.7 kJ/mol.


*one*
7
Properties=species:S:1:pos:R:3 method="wB97M-V/def2-TZVPD" e_lumo_ev=0.19
C -0.283 -0.467 0.237
N -0.412 0.945 0.011
N 0.923 -0.229 -0.551
F 1.979 -0.016 0.236
H -0.282 -0.623 1.233
H -1.104 -0.954 -0.356
H -0.821 1.344 -0.811


*two*
7
Properties=species:S:1:pos:R:3 method="wB97M-V/def2-TZVPD" e_lumo_ev="0.52 / 0.51"
C -0.286 -0.372 -0.022
N 1.040 -0.031 -0.004
N 2.196 -0.703 0.017
F 3.274 0.291 -0.010
H -0.363 -1.406 0.337
H -1.017 0.395 -0.057
H 1.046 1.031 -0.083


Most stable pick: *two*. Distance to second place: 53.8 kJ/mol.


*one*
62
Properties=species:S:1:pos:R:3 method="wB97M-V/def2-TZVPD" e_lumo_ev=0.64
C 6.171 -4.084 4.757
C 4.939 -3.842 3.940
C 4.799 -2.676 3.197
C 3.676 -2.475 2.422
C 2.670 -3.435 2.369
C 2.765 -4.593 3.142
C 3.913 -4.773 3.905
H 3.999 -5.671 4.501
C 1.663 -5.602 3.193
H 1.805 -6.283 4.028
H 0.698 -5.107 3.296
H 1.639 -6.177 2.267
N 1.549 -3.156 1.554
C 1.052 -3.977 0.601
O 1.468 -5.089 0.344
C -0.091 -3.376 -0.194
H -0.490 -2.452 0.218
H -0.886 -4.111 -0.311
S 0.524 -3.070 -1.921
O -0.530 -2.292 -2.585
C 1.798 -1.785 -1.452
C 1.121 -0.670 -0.693
O 1.285 -0.505 0.509
N 0.321 0.087 -1.454
H 0.049 -0.281 -2.359
C -0.523 1.132 -0.910
C -0.524 2.343 -1.839
C -1.462 3.413 -1.294
N -2.809 2.883 -1.189
C -2.848 1.784 -0.246
C -1.962 0.642 -0.733
H -2.334 0.277 -1.692
H -1.996 -0.179 -0.015
H -3.880 1.432 -0.167
H -2.517 2.101 0.761
C -3.772 3.922 -0.871
C -3.907 4.903 -2.005
C -3.929 6.271 -1.775
C -4.068 7.159 -2.828
C -4.179 6.686 -4.124
C -4.154 5.321 -4.362
C -4.022 4.436 -3.309
H -3.996 3.371 -3.483
H -4.240 4.948 -5.372
H -4.285 7.378 -4.946
H -4.085 8.222 -2.636
H -3.837 6.646 -0.765
H -3.508 4.457 0.060
H -4.741 3.437 -0.712
H -1.482 4.267 -1.974
H -1.092 3.764 -0.312
H 0.485 2.747 -1.936
H -0.874 2.036 -2.826
H -0.099 1.400 0.064
H 2.563 -2.278 -0.858
H 2.215 -1.433 -2.394
H 1.346 -2.160 1.468
H 3.562 -1.565 1.850
H 5.574 -1.923 3.224
H 6.950 -4.525 4.133
H 5.967 -4.770 5.576
H 6.556 -3.152 5.164


*two*
62
Properties=species:S:1:pos:R:3 method="wB97M-V/def2-TZVPD" smiles="Cc1cc(-c2ccc(C)c(S(=O)(=O)NCCCN(Cc3ccccc3)C(C)C)c2)on1" e_lumo_ev=0.32
C -4.327 -3.666 -1.806
C -4.257 -2.332 -1.162
C -3.124 -1.492 -1.027
C -3.600 -0.392 -0.356
C -2.951 0.812 0.122
C -3.631 1.705 0.951
C -2.995 2.830 1.436
C -1.663 3.097 1.129
C -0.954 4.291 1.668
C -1.001 2.203 0.292
S 0.732 2.498 -0.079
O 1.454 2.369 1.161
O 0.853 3.735 -0.800
N 1.119 1.230 -1.089
C 1.817 1.549 -2.319
C 3.329 1.382 -2.170
C 3.721 -0.090 -1.991
N 3.187 -0.665 -0.756
C 2.762 -2.053 -0.935
C 1.849 -2.563 0.149
C 0.620 -1.951 0.368
C -0.244 -2.425 1.338
C 0.104 -3.532 2.094
C 1.316 -4.162 1.870
C 2.182 -3.681 0.902
C 4.072 -0.405 0.389
C 3.294 -0.278 1.699
C 5.214 -1.417 0.548
C -1.626 1.088 -0.217
O -4.914 -0.573 -0.116
N -5.304 -1.767 -0.617
H -4.064 -3.587 -2.860
H -3.624 -4.347 -1.330
H -5.334 -4.062 -1.715
H -2.129 -1.691 -1.363
H -4.659 1.501 1.211
H -3.536 3.512 2.076
H -0.083 3.972 2.237
H -1.608 4.886 2.301
H -0.585 4.902 0.845
H 1.644 0.500 -0.597
H 1.439 0.891 -3.111
H 1.568 2.582 -2.569
H 3.656 1.973 -1.313
H 3.826 1.767 -3.062
H 3.319 -0.647 -2.843
H 4.817 -0.179 -2.037
H 3.617 -2.737 -1.046
H 2.195 -2.087 -1.873
H 0.349 -1.092 -0.223
H -1.191 -1.931 1.498
H -0.569 -3.906 2.851
H 1.590 -5.030 2.451
H 3.124 -4.184 0.732
H 4.519 0.575 0.191
H 2.818 -1.214 1.974
H 3.985 0.001 2.491
H 2.539 0.500 1.622
H 5.717 -1.599 -0.401
H 5.947 -1.024 1.248
H 4.845 -2.360 0.941
H -1.080 0.444 -0.885


Most stable pick: *one*. Distance to second place: 229.3 kJ/mol.